# C31H27AsCdClNOSTe4

C31H27AsCdClNOSTe4 as an isolated structure (ωB97M-V with the def2-TZVPD basis set, the OMol25 dataset).

**Orbital gap**: 5.170 eV
**E**: -154057.8544 eV
**ΔE to the lowest compared entry with this formula, charge and spin**: 183.0 kJ/mol
**Total charge**: -2
**LUMO level**: 0.14648 Ha
**Largest force on an atom**: 1.265 eV Å⁻¹

```
68
Properties=species:S:1:pos:R:3:nbo_charge:R:1
Te 5.975 0.861 -5.222 -0.64
Te 3.723 0.008 -1.284 -0.13
Te 3.580 0.688 -4.002 -0.23
Te 4.501 -2.576 -1.582 -0.66
Cd 1.210 0.483 -2.233 1.31
As -0.886 -0.038 0.487 0.90
Cl -0.471 -0.590 -4.294 -0.02
S -2.897 -0.090 -1.839 -0.44
O 2.147 2.122 0.844 -0.71
N 2.529 -0.536 1.334 -0.47
C -2.178 -2.595 1.126 -0.26
C -0.090 2.129 -2.859 -0.99
C -4.889 0.901 -0.208 -0.26
C -2.721 0.592 0.801 -0.41
C -0.876 1.000 -6.414 -0.26
C -3.542 0.508 -0.347 -0.15
C -0.156 1.229 2.991 -0.27
C -0.739 -4.059 -0.741 -0.20
C -0.580 0.982 -5.063 0.06
C 3.669 -2.365 2.397 -0.25
C 3.305 0.299 2.019 0.20
C 2.718 -1.842 1.537 0.07
C 0.600 0.232 5.040 -0.23
C 3.128 1.789 1.790 -0.10
C -0.882 2.206 -7.098 -0.25
C -2.380 -3.964 1.011 -0.21
C 4.491 -1.485 3.079 -0.17
C 0.400 -1.021 4.478 -0.23
C -1.244 -1.952 0.322 -0.19
C -0.257 3.319 -5.059 -0.21
C -0.078 -1.145 3.179 -0.16
C -0.362 -0.023 2.408 -0.32
C 0.312 1.364 4.290 -0.22
C -1.654 -4.700 0.083 -0.23
C -0.316 2.133 -4.313 -0.07
C -5.394 1.332 1.002 -0.21
C -0.539 3.365 -6.413 -0.21
C 4.302 -0.128 2.889 -0.27
C -4.576 1.401 2.128 -0.31
C -0.540 -2.691 -0.619 -0.23
C -3.243 1.030 2.014 -0.16
H 0.980 0.325 6.050 0.20
H -2.765 -2.016 1.831 0.22
H -0.001 4.233 -4.536 0.20
H -0.221 -2.135 2.764 0.21
H -3.109 -4.455 1.645 0.20
H -2.616 1.076 2.895 0.20
H -1.133 2.233 -8.150 0.20
H 1.282 1.898 1.201 0.48
H 2.934 2.261 2.763 0.17
H 2.052 -2.502 0.992 0.21
H 5.274 -1.848 3.734 0.20
H 3.761 -3.436 2.505 0.22
H 0.455 2.351 4.715 0.20
H -4.971 1.726 3.083 0.19
H -1.091 0.070 -6.923 0.21
H 0.115 3.118 -2.459 0.21
H 0.627 -1.913 5.051 0.20
H 4.062 2.208 1.407 0.20
H -6.440 1.614 1.077 0.19
H -0.391 2.128 2.424 0.21
H -0.505 4.314 -6.935 0.20
H 4.918 0.604 3.400 0.20
H -1.808 -5.769 -0.005 0.20
H 0.161 -2.198 -1.285 0.21
H -0.180 -4.617 -1.481 0.21
H -0.964 1.714 -2.343 0.26
H -5.526 0.846 -1.082 0.21
```

# C31H27Cl5N4OS8Tb

C31H27Cl5N4OS8Tb as an isolated structure (ωB97M-V with the def2-TZVPD basis set, the OMol25 dataset).

**Orbital gap (alpha / beta)**: 8.378 / 8.467 eV
**E**: -212320.1703 eV
**ΔE to the lowest compared entry with this formula, charge and spin**: 43.4 kJ/mol
**<S²>**: 12.70
**Spin multiplicity**: 7
**Total charge**: +1
**LUMO level (alpha / beta)**: -0.08229 / -0.07906 Ha
**Largest force on an atom**: 1.732 eV Å⁻¹

```
77
Properties=species:S:1:pos:R:3:mulliken_spin:R:1
Tb 0.364 -0.059 0.081 5.99
Cl 4.788 3.706 -1.802 0.00
Cl 0.872 2.160 2.739 0.00
Cl 2.849 1.304 -2.119 0.00
Cl 4.703 5.424 0.808 0.00
Cl 2.728 4.631 3.100 0.00
S 2.490 -1.805 1.658 0.00
S 3.372 -2.681 -3.317 0.00
S -0.592 -3.219 1.416 0.00
S -3.024 1.191 -3.468 0.00
S -2.819 -3.317 -2.052 0.00
S -0.129 3.618 -1.959 0.00
S -4.008 3.679 -0.365 0.00
S -0.231 -0.593 3.293 -0.01
O -1.555 0.771 0.113 0.00
N -0.947 -1.828 -1.106 0.01
N 4.117 -1.379 -1.105 0.00
N 1.806 -1.729 -1.502 0.02
N -2.962 -1.646 0.085 0.00
C 2.892 2.177 -0.616 0.00
C 1.312 -1.084 4.144 0.00
C -1.006 3.723 0.440 0.00
C -1.789 1.159 -2.268 0.01
C -1.257 -3.410 -2.766 0.00
C -0.974 -3.334 3.194 0.00
C -2.011 0.435 -4.625 0.00
C -1.116 2.972 -0.694 0.01
C 2.828 3.682 1.673 0.00
C 1.018 -2.427 -2.415 -0.01
C 3.075 -1.825 -1.833 0.00
C -4.513 1.214 -0.741 0.00
C -0.783 0.158 -4.118 0.00
C 2.563 -0.989 3.287 0.00
C 1.682 -2.972 -3.458 0.00
C -5.645 3.182 -0.349 0.00
C 2.016 1.741 0.378 0.01
C -1.980 1.725 -0.853 -0.01
C 3.706 4.038 0.653 0.00
C -0.405 -2.564 -2.146 0.00
C 0.443 4.872 -0.941 0.00
C -2.220 -2.134 -0.928 0.00
C 2.135 -3.548 2.083 0.00
C 2.020 2.565 1.503 0.00
C -1.323 -1.966 3.769 0.00
C -0.651 0.589 -2.774 -0.03
C -5.769 1.846 -0.557 0.00
C 3.736 3.276 -0.513 0.00
C -0.107 4.812 0.300 0.00
C 0.971 -4.136 1.302 0.00
C -3.455 2.074 -0.659 0.00
H 1.433 -0.423 5.002 0.00
H 3.417 -1.399 3.827 0.00
H -0.130 -3.796 3.703 0.00
H 0.290 0.526 -2.233 0.03
H 1.148 5.590 -1.331 0.00
H 0.114 5.513 1.093 0.00
H 0.789 -5.160 1.626 0.00
H -2.704 -0.678 0.327 0.00
H 1.286 -3.533 -4.288 0.00
H 1.163 -2.098 4.513 0.00
H 3.941 -0.734 -0.353 0.00
H -6.715 1.324 -0.585 0.00
H -1.059 -4.104 -3.566 0.00
H 1.958 -3.586 3.156 0.00
H 0.010 -0.324 -4.674 0.00
H -1.834 -3.995 3.298 0.00
H 3.041 -4.111 1.861 0.00
H 2.783 0.049 3.036 0.00
H -1.344 -2.002 4.857 0.00
H 5.013 -1.297 -1.554 0.00
H -4.413 0.170 -0.987 0.00
H -3.941 -1.874 0.112 0.00
H -6.423 3.911 -0.185 0.00
H -2.299 -1.637 3.412 0.00
H 1.188 -4.145 0.233 0.00
H -1.547 3.491 1.346 0.00
H -2.383 0.240 -5.618 0.00
```

# C31H27CuN3O6S3

C31H27CuN3O6S3 as an isolated structure (ωB97M-V with the def2-TZVPD basis set, the OMol25 dataset).

**Orbital gap (alpha / beta)**: 5.960 / 5.878 eV
**E**: -126486.8503 eV
**ΔE to the lowest compared entry with this formula, charge and spin**: 0.0 kJ/mol
**<S²>**: 0.75
**Spin multiplicity**: 2
**Total charge**: -2
**LUMO level (alpha / beta)**: 0.13165 / 0.13165 Ha
**Largest force on an atom**: 2.851 eV Å⁻¹

```
71
Properties=species:S:1:pos:R:3:mulliken_spin:R:1
Cu -2.091 1.045 -0.138 0.68
S -0.537 -3.488 -0.946 0.00
S -1.047 -0.231 1.679 0.01
S 0.567 1.302 3.519 0.00
O -0.277 -3.363 -2.380 0.00
O -8.728 2.177 0.926 0.00
O -4.134 4.330 0.845 0.00
O -1.897 -0.055 -1.706 0.07
O -9.151 0.448 -0.479 0.00
O -2.484 2.837 0.488 0.07
N 0.460 1.892 0.872 0.01
N -0.187 1.572 -0.283 0.09
N -4.136 0.875 -0.172 0.07
C 3.483 -4.329 0.978 0.00
C -0.465 -0.232 -5.028 0.00
C 4.987 1.872 3.220 0.00
C -3.742 3.195 0.555 0.01
C 0.848 1.352 -3.744 0.00
C 3.282 -4.526 -0.411 0.00
C 2.374 -3.893 1.773 0.00
C -6.096 2.129 0.415 0.00
C 1.304 3.021 -1.530 0.01
C 0.347 1.897 -1.426 0.00
C 3.288 3.900 2.208 0.00
C -1.074 0.192 -2.658 0.02
C 0.624 0.625 -4.896 0.00
C -1.514 -5.045 -0.868 0.00
C 5.475 2.821 2.299 0.00
C 0.946 -3.999 -0.172 0.00
C 0.053 1.108 1.867 0.00
C -1.248 -0.547 -3.916 0.01
C 4.623 3.817 1.778 0.00
C -4.905 -0.202 -0.476 0.00
C -8.413 1.193 0.206 0.00
C 2.032 -4.344 -0.987 0.00
C 3.593 1.900 3.527 0.00
C 1.141 -3.656 1.175 0.00
C -6.922 1.101 -0.001 0.00
C 0.000 1.170 -2.623 -0.04
C 1.339 2.909 3.344 0.00
C 4.861 -4.457 1.589 0.00
C -4.702 2.016 0.282 0.00
C -6.288 -0.084 -0.356 0.00
C 2.807 2.924 3.048 0.00
H -6.813 -0.934 -0.624 0.00
H -4.258 -1.073 -0.677 0.00
H 2.568 4.715 1.853 0.00
H -6.486 3.056 0.901 0.00
H 1.189 0.788 -5.882 0.00
H 1.167 3.518 4.258 0.00
H 0.883 3.494 2.529 0.00
H -1.994 -1.403 -3.985 0.00
H 1.238 3.656 -0.596 0.00
H 1.660 2.045 -3.612 0.00
H 4.853 -5.002 2.544 0.00
H -2.514 -4.883 -1.286 0.00
H 0.371 -3.200 1.825 0.00
H -1.542 -5.539 0.106 0.00
H 1.020 3.581 -2.465 0.00
H 2.353 2.689 -1.634 0.00
H 5.024 4.544 1.053 0.00
H 6.551 2.728 1.935 0.00
H 2.510 -3.805 2.842 0.00
H 5.679 1.132 3.592 0.00
H 3.085 1.070 4.076 0.00
H 1.894 -4.547 -2.081 0.00
H 5.519 -5.036 0.864 0.00
H 5.305 -3.462 1.640 0.00
H -1.033 -5.726 -1.556 0.00
H -0.755 -0.611 -6.049 0.00
H 4.130 -4.962 -0.969 0.00
```

# C31H27IrN4O2PSe4

C31H27IrN4O2PSe4 as an isolated structure (ωB97M-V with the def2-TZVPD basis set, the OMol25 dataset).

**Orbital gap**: 4.734 eV
**E**: -316149.1964 eV
**ΔE to the lowest compared entry with this formula, charge and spin**: 157.9 kJ/mol
**Total charge**: +1
**LUMO level**: -0.16107 Ha
**Largest force on an atom**: 3.004 eV Å⁻¹

```
70
Properties=species:S:1:pos:R:3:nbo_charge:R:1
Ir -0.461 0.132 0.091 0.51
Se -4.254 1.060 -1.514 0.01
Se -0.484 0.262 -2.402 -0.33
Se -2.395 0.849 -3.394 -0.01
Se -3.238 0.297 0.309 -0.34
P -0.326 2.413 0.562 1.17
O 5.467 0.268 4.867 -0.34
O 6.155 0.497 2.850 -0.36
N -0.105 -0.191 2.145 -0.45
N 1.730 -0.196 0.211 -0.42
N 5.284 0.297 3.671 0.53
N -1.104 -1.961 -0.194 -0.83
C 3.952 0.036 -0.579 -0.22
C 2.971 -0.092 4.164 -0.12
C -0.218 -3.941 -1.333 -0.26
C 3.776 4.453 1.021 -0.19
C 1.592 -0.229 3.850 -0.12
C 1.297 3.195 0.795 -0.39
C 0.595 -0.417 4.827 -0.09
C 2.184 -0.076 1.480 0.13
C -1.240 2.784 2.092 -0.99
C 3.549 0.068 1.794 -0.01
C -3.048 4.647 -1.521 -0.20
C 2.303 2.953 -0.140 -0.20
C 2.785 4.691 1.961 -0.20
C 0.645 -3.341 0.832 -0.27
C 3.902 0.087 3.197 0.05
C 3.532 3.583 -0.033 -0.20
C 1.550 4.068 1.853 -0.19
C 2.589 -0.160 -0.788 0.09
C -1.125 3.457 -0.693 -0.31
C 0.566 -5.087 -1.325 -0.18
C -2.405 4.868 -2.727 -0.17
C -1.028 -0.371 3.078 0.09
C -0.481 3.688 -1.909 -0.20
C -0.204 -3.092 -0.238 0.21
C -1.113 4.396 -2.915 -0.20
C -0.715 -0.513 4.433 -0.24
C -2.415 3.944 -0.506 -0.21
C 4.438 0.146 0.699 -0.11
C 1.437 -4.478 0.830 -0.18
C 1.195 -0.159 2.512 0.25
C 1.373 -5.368 -0.233 -0.21
H 4.298 3.406 -0.777 0.22
H 2.965 5.374 2.781 0.23
H -0.690 2.400 2.952 0.24
H 4.622 0.082 -1.426 0.25
H -4.052 5.015 -1.361 0.22
H -0.855 -3.716 -2.180 0.23
H 4.734 4.947 1.107 0.23
H 0.517 -5.774 -2.158 0.23
H 2.117 2.262 -0.952 0.22
H -2.939 3.780 0.425 0.22
H 0.790 4.269 2.595 0.22
H -1.511 -0.682 5.142 0.25
H 2.185 -0.305 -1.784 0.24
H -2.202 2.277 2.043 0.28
H 0.519 3.314 -2.079 0.22
H 3.293 -0.115 5.195 0.27
H -1.733 -2.055 0.602 0.41
H -2.059 -0.391 2.748 0.24
H 1.952 -6.281 -0.213 0.23
H -1.404 3.854 2.204 0.26
H 0.884 -0.477 5.869 0.24
H -1.703 -1.979 -1.017 0.43
H 5.491 0.280 0.869 0.27
H 2.086 -4.681 1.672 0.22
H 0.676 -2.646 1.663 0.19
H -2.912 5.403 -3.519 0.22
H -0.596 4.571 -3.849 0.22
```

# C31H27MnN4O4P2S

C31H27MnN4O4P2S as an isolated structure (ωB97M-V with the def2-TZVPD basis set, the OMol25 dataset).

**Orbital gap (alpha / beta)**: 7.434 / 7.573 eV
**E**: -107470.7743 eV
**ΔE to the lowest compared entry with this formula, charge and spin**: 52.5 kJ/mol
**<S²>**: 8.75
**Spin multiplicity**: 6
**Total charge**: -1
**LUMO level (alpha / beta)**: 0.08684 / 0.08682 Ha
**Largest force on an atom**: 4.510 eV Å⁻¹

```
70
Properties=species:S:1:pos:R:3:mulliken_spin:R:1
Mn -2.661 -1.991 -2.049 4.83
S -3.705 -3.105 -6.382 0.03
P -0.726 -0.904 0.357 0.01
P 2.330 -0.059 -0.367 0.00
O -1.774 1.406 -3.839 0.01
O -4.208 -0.855 -0.804 0.02
O -0.776 -2.838 -2.104 0.02
O -1.907 -3.641 -0.553 0.04
N -3.490 2.427 -2.956 0.00
N -3.684 -2.810 -3.580 0.03
N -2.941 0.220 -2.255 0.01
N -0.827 -3.721 -1.183 0.00
C -2.708 1.311 -3.060 0.03
C -1.179 1.580 1.780 0.00
C -0.627 1.730 -0.519 0.01
C -4.509 2.448 -2.032 0.00
C 5.816 -1.200 -2.095 0.00
C -4.830 1.408 -1.253 0.01
C 3.696 -1.187 -0.958 0.00
C -1.066 -1.436 2.108 -0.01
C -0.221 -1.251 3.215 0.00
C 1.035 -1.246 0.233 -0.01
C 4.893 -0.537 -1.410 0.00
C 3.954 1.495 3.675 0.00
C -2.809 -2.175 3.580 0.00
C -2.336 -1.957 2.283 0.00
C 4.339 0.222 3.217 0.00
C -1.309 3.724 0.705 0.00
C 3.231 2.291 2.815 0.00
C -1.899 -2.073 4.673 0.00
C -0.625 -1.644 4.470 0.00
C -3.982 0.237 -1.374 -0.03
C -3.284 3.397 -4.053 0.00
C 5.712 -2.568 -2.352 0.00
C 3.622 -2.528 -1.217 0.00
C -1.513 2.912 1.811 0.00
C 3.852 -0.242 1.994 0.00
C -3.706 -2.876 -4.735 0.01
C -0.846 3.097 -0.472 0.00
C 4.631 -3.238 -1.854 0.00
C 2.724 1.832 1.572 0.00
C -0.771 0.952 0.617 -0.01
C 3.073 0.571 1.152 0.00
H 3.038 3.356 3.042 0.00
H -5.566 1.518 -0.426 0.00
H 4.341 1.896 4.602 0.00
H 1.065 -2.152 -0.494 0.01
H -0.723 3.691 -1.421 0.00
H -0.226 1.250 -1.400 0.00
H -2.991 -2.114 1.473 0.00
H -5.177 3.337 -1.950 0.00
H 4.906 -0.356 3.964 0.00
H 0.771 -0.818 3.090 0.00
H 2.709 -3.016 -0.843 0.00
H -1.504 4.797 0.712 0.00
H 6.722 -0.601 -2.373 0.00
H -2.284 3.847 -3.984 0.00
H -3.828 -2.426 3.731 0.00
H -2.262 -2.261 5.684 0.00
H -3.396 2.991 -5.050 0.00
H 6.589 -3.045 -2.846 0.00
H -1.327 0.993 2.692 0.00
H 4.579 -4.332 -2.016 0.00
H -1.947 3.392 2.739 0.00
H -0.021 -1.399 5.381 0.00
H 5.022 0.555 -1.074 0.00
H -3.933 4.307 -3.864 0.00
H 2.022 2.439 1.005 0.00
H 4.112 -1.263 1.685 0.00
H 1.321 -1.764 1.139 0.00
```

# C31H28Br2F9I2NO31

C31H28Br2F9I2NO31 as an isolated structure (ωB97M-V with the def2-TZVPD basis set, the OMol25 dataset).

**Orbital gap**: 7.744 eV
**E**: -278301.9395 eV
**Total charge**: 0
**LUMO level**: -0.02225 Ha
**Largest force on an atom**: 5.180 eV Å⁻¹

```
104
Properties=species:S:1:pos:R:3:lowdin_charge:R:1
I -0.551 -5.064 -6.790 0.82
I -0.962 -1.997 -5.008 0.87
Br 1.455 -6.281 -4.896 0.66
Br 3.393 -1.935 -4.807 0.90
F -6.893 -1.114 6.834 0.08
F 1.191 1.984 -0.062 0.07
F 2.813 10.353 3.339 0.08
F -1.382 -2.415 0.647 0.07
F -4.983 5.663 2.594 0.08
F -6.269 -7.364 -7.567 0.08
F 4.806 -1.968 -0.811 0.07
F -1.571 2.370 1.950 0.07
F 3.121 5.408 2.411 0.08
O -5.683 0.724 1.696 0.16
O 2.555 8.296 4.206 0.15
O -3.870 5.538 6.878 0.17
O -0.598 -4.165 -0.529 0.12
O -3.542 4.020 5.233 0.08
O 3.098 -4.465 -7.642 0.13
O 0.557 -1.948 -1.992 0.09
O 5.297 -6.153 -4.781 0.07
O 0.644 -0.103 -0.689 0.12
O -4.508 -4.437 -7.829 0.06
O -4.872 -1.584 5.971 0.15
O -0.558 -5.707 1.115 0.08
O -3.876 0.376 0.378 0.09
O 3.707 -4.871 -4.513 -0.22
O 2.166 -0.392 -2.329 0.01
O 3.953 2.118 2.862 0.08
O -4.942 -0.252 4.154 0.05
O 0.329 -6.187 -0.910 0.17
O 8.086 -1.673 -1.757 0.08
O -4.449 6.028 4.747 0.14
O 4.852 1.644 0.836 0.14
O -4.685 -3.672 -5.709 0.15
O 3.091 6.171 4.762 0.15
O -3.221 -1.693 4.428 0.16
O 1.430 -2.978 -6.783 -0.24
O -3.678 1.634 2.240 0.09
O -5.775 -5.553 -6.333 0.14
O 7.828 -1.061 -3.918 0.17
O 4.718 7.658 4.256 0.08
O 3.915 3.670 1.228 0.14
O 6.022 -1.597 -2.665 0.09
N 4.784 -5.199 -5.278 0.00
C 2.379 0.899 -1.777 -0.05
C 2.993 4.075 2.222 -0.31
C 1.391 -4.271 -4.622 -0.56
C -4.948 -5.633 -8.456 -0.07
C -2.563 0.917 0.385 -0.06
C -1.515 -3.752 0.464 -0.31
C -2.374 1.282 1.823 -0.30
C -5.814 -0.563 6.229 -0.32
C 1.074 -0.910 -1.701 -0.54
C 3.345 9.468 4.215 -0.32
C -4.252 -1.222 4.815 -0.52
C 3.438 3.316 3.430 -0.06
C -4.519 0.898 1.458 -0.52
C -0.222 -5.423 -0.176 -0.53
C -6.160 -0.066 4.862 -0.06
C 1.711 0.790 -0.445 -0.31
C -3.927 3.991 3.865 -0.07
C 0.521 -3.456 -5.736 -1.17
C 5.933 -2.339 -1.467 -0.32
C 4.293 2.410 1.576 -0.53
C 7.356 -1.409 -2.877 -0.53
C -3.949 5.224 5.727 -0.53
C -6.127 -6.018 -7.619 -0.33
C -4.961 -4.480 -6.544 -0.54
C 3.423 7.272 4.436 -0.53
C 2.901 -3.839 -5.116 -0.69
C 7.155 -1.920 -0.713 -0.06
C 4.680 8.984 3.747 -0.07
C -1.067 -4.506 1.676 -0.07
C 2.583 -3.865 -6.693 -0.45
C -4.028 5.445 3.530 -0.32
H -3.086 5.900 3.211 0.18
H -2.534 -3.983 0.142 0.18
H -6.457 0.983 4.863 0.15
H -5.218 -5.454 -9.498 0.14
H 4.759 8.957 2.656 0.15
H 7.002 -1.003 -0.138 0.15
H 5.892 -3.408 -1.699 0.18
H -0.269 -3.993 2.220 0.15
H -1.833 0.182 0.044 0.12
H -1.886 -4.711 2.366 0.15
H 4.232 3.828 3.981 0.15
H -5.368 0.192 6.883 0.18
H 3.444 1.121 -1.692 0.14
H 2.617 3.105 4.116 0.15
H 5.502 9.581 4.143 0.14
H -2.524 1.785 -0.279 0.15
H 3.350 9.900 5.220 0.18
H -7.069 -5.558 -7.931 0.18
H 1.914 1.651 -2.422 0.15
H 2.352 0.393 0.347 0.17
H -4.882 3.467 3.767 0.15
H -6.950 -0.654 4.386 0.15
H -3.184 3.477 3.261 0.11
H -1.996 0.467 2.448 0.18
H -4.147 -6.377 -8.423 0.15
H 1.151 -4.118 -3.512 0.11
H 7.517 -2.699 -0.040 0.14
H 1.975 3.843 1.894 0.17
```